(1)
Formula: C20H23F4Si
Source: the OMol25 dataset
Level of theory: the ωB97M-V functional and the def2-TZVPD basis

ORCA input file:
```
! RIJCOSX wB97M-V def2-TZVPD def2/J DEFGRID3
* xyz 1 1
C 0.11 -1.73 0.77
H 1.33 -1.20 -0.97
C -2.17 -1.60 1.49
F -4.45 -0.09 -3.65
C -3.65 1.16 0.25
C -2.89 0.09 -1.82
H 2.03 0.63 1.76
F -5.91 1.77 0.54
C -1.22 0.41 0.14
H -3.06 -0.98 1.49
H -6.26 0.96 -1.97
C 1.55 3.10 -0.24
H -1.40 -1.12 -0.66
H 3.75 -2.11 3.22
C 0.53 2.31 0.29
C 1.79 3.26 -1.60
H 0.25 2.36 1.36
H 1.46 -2.88 -0.46
C 4.47 -2.05 -0.09
H -1.25 0.76 1.12
C 2.99 -2.54 2.53
C 0.92 2.54 -2.42
H 4.36 -1.70 -1.13
H 0.22 -2.31 1.71
F 1.19 2.56 -3.79
H 3.82 0.57 1.98
C -5.20 0.92 -1.62
C 1.27 -1.84 -0.06
H 2.01 -2.52 3.04
H -2.11 -0.39 -2.46
H 3.26 -3.60 2.33
H -2.56 -2.64 1.40
C 2.99 0.31 1.30
H -3.39 1.51 1.27
H 5.37 -1.58 0.36
H 2.74 3.68 -1.94
C -0.20 1.46 -0.54
H -0.90 1.38 -2.67
H -1.80 -1.54 2.54
C -0.13 1.74 -1.92
F 2.39 3.69 0.68
Si 2.95 -1.55 0.91
H 4.58 -3.15 -0.08
C -4.93 1.28 -0.31
C -1.13 -1.08 0.44
C -4.17 0.28 -2.34
C -2.65 0.61 -0.54
H 3.11 0.88 0.36
*
```

Computed properties:
E_LUMO, eV: -5.844
Energy above the lowest of the compared OMol25 structures with the same formula, charge and spin, kJ/mol: 44.45
Molar mass, g mol⁻¹: 367.48

Results of the natural (NBO) charge analysis, in e, for atoms 1 through 5: C 0.32; H 0.27; C -0.64; F -0.31; C -0.30

(2)
Formula: C20H23FN2O3
Source: the OMol25 dataset
Level of theory: the ωB97M-V functional and the def2-TZVPD basis

ORCA input file:
```
! RIJCOSX wB97M-V def2-TZVPD def2/J DEFGRID3
* xyz 0 1
H 5.73 1.13 -1.68
C 5.15 0.90 1.51
N -2.23 -1.73 0.82
H -1.49 -0.15 -1.77
C -0.15 -0.95 -0.26
C -2.67 0.08 2.46
H 0.83 0.92 -1.84
H -0.73 1.86 1.88
C -1.45 2.77 0.09
C 5.87 1.48 0.52
F -4.57 2.05 -1.57
H -1.72 0.12 3.00
O -4.11 -1.97 -0.42
H 2.55 1.27 -1.98
C -2.96 -1.36 2.01
C -3.56 1.99 -0.67
H 3.83 -0.78 -2.20
H -1.44 -3.18 -1.36
H -3.46 0.38 3.16
H -2.55 -2.28 -2.41
H -0.16 0.09 0.07
H -2.71 -2.05 2.83
H 3.62 -1.90 -0.82
O 4.26 0.02 1.01
H 1.74 1.49 -0.43
H 5.16 1.03 2.57
C -1.96 -2.23 -1.50
H -2.43 3.50 -1.69
C -3.66 1.11 0.39
C -2.62 1.05 1.31
N 2.13 -0.50 -1.01
H -4.52 0.47 0.46
O 1.65 -2.54 -0.21
C -2.89 -1.98 -0.33
H -0.43 -1.50 1.82
C 1.29 -1.41 -0.47
H -0.27 -1.26 -2.41
C -0.79 -1.82 0.84
C -0.95 -1.08 -1.57
H -0.59 3.42 -0.02
C -1.53 1.89 1.15
C -2.47 2.83 -0.85
C 3.53 -0.86 -1.15
H 6.65 2.21 0.62
C 1.78 0.87 -1.33
H -0.47 -2.86 0.69
H -4.01 -1.48 1.76
C 5.39 0.91 -0.69
C 4.41 0.03 -0.33
*
```

Computed properties:
SMILES: CN(Cc1ccco1)C(=O)[C@H]1CCC(=O)N(CCc2cccc(F)c2)C1
E_LUMO, eV: 0.545
Energy above the lowest of the compared OMol25 structures with the same formula, charge and spin, kJ/mol: 22.61
Molar mass, g mol⁻¹: 358.41

Results of the natural (NBO) charge analysis, in e, for atoms 1 through 5: H 0.23; C 0.09; N -0.45; H 0.22; C -0.34

(3)
Formula: C20H23FN2O3S
Source: the OMol25 dataset
Level of theory: the ωB97M-V functional and the def2-TZVPD basis

ORCA input file:
```
! RIJCOSX wB97M-V def2-TZVPD def2/J DEFGRID3
* xyz 0 1
H -3.88 1.20 -1.19
C 3.58 1.84 0.85
C 3.63 1.28 -1.88
F 3.17 3.54 -2.30
C 3.38 2.56 -1.41
C -1.34 0.72 1.38
H -0.79 -3.62 -2.88
C -4.20 0.58 -0.35
O 4.86 -0.45 2.30
C 3.81 0.54 0.40
C -2.44 1.36 2.23
C 0.90 -3.52 -0.82
O 0.16 1.36 -1.01
S -0.71 0.23 -1.14
N 3.33 -1.70 1.25
H -5.33 2.19 0.50
H -1.95 1.96 3.00
C -4.57 1.47 0.83
C 1.33 -0.96 0.07
C 2.22 -1.96 0.44
H -2.96 -1.08 -0.89
H -0.55 1.44 1.18
H -5.08 0.02 -0.66
H 1.45 0.05 0.40
H -3.27 -0.98 0.85
N -1.81 0.31 0.08
H 4.05 -0.74 -1.31
C 4.05 -0.54 1.40
H 3.58 2.04 1.91
C 3.35 2.85 -0.06
C -1.10 -2.87 -2.16
H -2.83 2.74 0.62
H -3.02 0.59 2.74
C 0.27 -1.24 -0.78
H 3.65 -2.46 1.83
H -5.02 0.86 1.62
H -1.93 -3.29 -1.58
H -3.79 3.03 2.08
H 3.66 1.09 -2.94
H -0.91 -0.13 1.93
H 0.73 -4.54 -1.16
C 3.85 0.27 -0.96
C -3.39 2.25 1.42
H 2.64 -4.06 0.29
C 0.03 -2.52 -1.25
C -3.07 -0.40 -0.05
O -1.44 0.08 -2.37
H 3.16 3.86 0.26
C 1.98 -3.26 0.00
H -1.45 -1.99 -2.69
*
```

Computed properties:
SMILES: Cc1ccc(NC(=O)c2ccc(F)cc2)cc1S(=O)(=O)N1CCCCCC1
E_LUMO, eV: 0.542
Energy above the lowest of the compared OMol25 structures with the same formula, charge and spin, kJ/mol: 0.00
Molar mass, g mol⁻¹: 390.48

Results of the natural (NBO) charge analysis, in e, for atoms 1 through 5: H 0.22; C -0.15; C -0.27; F -0.32; C 0.42

(4)
Formula: C20H23FN4O2
Source: the OMol25 dataset
Level of theory: the ωB97M-V functional and the def2-TZVPD basis

ORCA input file:
```
! RIJCOSX wB97M-V def2-TZVPD def2/J DEFGRID3
* xyz 0 1
C -0.34 1.52 -0.90
H -1.15 -2.60 4.53
C -1.45 2.01 -1.61
C -2.26 -2.90 -0.21
C -1.07 -5.59 2.00
H 2.54 1.18 0.07
N -1.68 -1.71 0.43
H 2.99 2.43 -2.71
H -3.29 -3.03 0.05
C 2.19 1.47 -0.93
H 2.26 5.37 -0.56
C -1.45 -4.15 0.05
C 0.99 3.60 -0.31
C -1.48 -1.77 1.89
C 4.46 4.48 -1.62
N 3.37 3.66 -1.06
H 4.62 5.36 -0.99
H 5.41 3.91 -1.63
H -0.73 -6.82 3.75
F -3.94 -0.62 -1.00
H 2.08 0.57 -1.49
H -2.33 -1.29 2.43
C -0.87 -4.74 4.25
H -3.57 1.68 -2.07
C 2.09 4.41 -1.06
H 4.25 4.81 -2.63
H -1.94 -5.05 -0.35
C -1.28 -3.19 2.40
C -2.67 1.31 -1.56
H -2.27 -2.77 -1.29
O -0.47 3.06 -3.35
O -2.18 4.03 -2.37
H 0.35 -0.05 0.38
C -1.28 -4.30 1.54
H -0.50 -4.06 -0.49
H 1.28 3.53 0.74
C -1.67 -0.46 -0.25
C -0.48 0.30 -0.20
H 0.02 4.14 -0.34
N -1.36 3.10 -2.48
C -2.78 0.04 -0.91
N 0.91 2.20 -0.83
H -0.75 -4.85 5.34
H 1.79 4.57 -2.08
H -1.19 -6.47 1.38
H -0.61 -1.17 2.13
C -0.91 -5.82 3.37
H 4.21 1.80 -1.57
C -1.10 -3.42 3.77
C 3.26 2.31 -1.65
*
```

Computed properties:
SMILES: CN1CCN(c2cc(N3CCc4ccccc4C3)c(F)cc2[N+](=O)[O-])CC1
E_LUMO, eV: -0.344
Energy above the lowest of the compared OMol25 structures with the same formula, charge and spin, kJ/mol: 527.29
Molar mass, g mol⁻¹: 370.43

Results of the natural (NBO) charge analysis, in e, for atoms 1 through 5: C 0.29; H 0.21; C -0.03; C -0.20; C -0.19

(5)
Formula: C20H23N3O3S
Source: the OMol25 dataset
Level of theory: the ωB97M-V functional and the def2-TZVPD basis

ORCA input file:
```
! RIJCOSX wB97M-V def2-TZVPD def2/J DEFGRID3
* xyz 0 1
C 0.01 2.17 1.83
C -0.22 -0.35 -1.48
C 3.21 3.69 0.95
H 0.71 4.15 2.00
C -1.35 2.36 2.40
C -4.12 -2.33 -0.62
N -0.13 -1.64 -1.29
C -1.92 -3.32 -0.77
H -1.39 1.69 -3.62
H -5.18 -2.47 -0.44
C 0.63 1.03 1.35
C -1.42 -2.05 -1.05
H 0.85 -2.82 2.84
H 3.50 4.19 1.87
H -4.31 -0.21 -0.93
C 2.97 0.65 0.21
H -1.29 2.76 3.41
O 4.15 0.75 0.41
H -3.07 1.20 -3.31
H 2.51 -3.36 1.02
H -1.92 3.07 1.79
C -2.28 -0.94 -1.10
H -3.70 -4.40 -0.34
C -3.28 -3.43 -0.56
O 1.03 -1.24 1.56
H -1.05 2.14 -1.20
C 2.45 -0.20 -0.94
H 1.20 -4.55 1.11
C 2.08 2.76 1.20
N 0.89 3.20 1.72
C 1.95 1.42 0.94
H -1.26 -4.17 -0.73
H 1.18 -3.31 -0.16
H -2.74 1.69 -0.86
H 2.93 4.46 0.22
C -2.25 1.84 -2.97
H -0.43 -2.69 1.61
O -1.11 -0.55 1.60
H -1.87 1.41 2.41
H 3.27 -0.42 -1.62
C 0.65 -2.60 1.79
C -1.88 1.52 -1.52
H 4.06 3.13 0.57
H 2.00 -1.12 -0.58
C -3.65 -1.06 -0.89
N -1.48 0.14 -1.38
C 0.07 -0.32 1.49
H -2.57 2.88 -3.05
S 1.14 0.68 -1.86
C 1.44 -3.51 0.87
*
```

Computed properties:
SMILES: CCOC(=O)c1c(C)[nH]c(C)c1C(=O)CSc1nc2ccccc2n1CC
E_LUMO, eV: 0.504
Energy above the lowest of the compared OMol25 structures with the same formula, charge and spin, kJ/mol: 65.41
Molar mass, g mol⁻¹: 385.49

Results of the natural (NBO) charge analysis, in e, for atoms 1 through 5: C 0.22; C 0.25; C -0.66; H 0.41; C -0.67

Sequential HOMO energy output: -12.3508, -8.8026, -8.7182, -8.1682, -7.9063 eV